(1)
Below is a molecular structure, C27H41AsN2O8STa, with properties calculated with wB97M-V/def2-TZVPD.

Results
HOMO-LUMO gap = 8.7 eV
energy relative to the best compared isomer or geometry (same formula, charge and spin) = 0.00 kJ/mol
highest occupied orbital energy = -0.4507 hartree
total charge = +1
maximum force = 0.72 eV/Å

Geometry (Å):
Ta 0.16101 -0.13132 0.18484
C 0.60935 1.62612 1.82028
C 0.94945 0.43140 2.52852
C 2.02373 -0.19206 1.79503
C 2.29734 0.67436 0.69051
C 1.47739 1.83286 0.73808
C 1.64681 3.12163 -0.03825
C 2.18871 2.88542 -1.44785
C 0.34342 3.91961 -0.08238
C 2.69179 3.92378 0.76230
C 2.87460 -1.45959 2.02287
C 3.69354 -1.29850 3.31456
C 2.05813 -2.75790 2.07424
C 3.90108 -1.61815 0.89176
C 0.43642 0.25358 3.96887
C 1.47018 0.99978 4.83887
C -0.90327 0.96993 4.20684
C 0.28099 -1.18005 4.48283
H -0.18597 2.29881 2.09311
H 3.06782 0.50638 -0.03858
H 1.47875 2.35588 -2.07241
H 3.12489 2.32625 -1.43259
H 2.39519 3.85029 -1.91403
H -0.47329 3.35971 -0.53962
H 0.50550 4.82971 -0.66057
H 0.02996 4.22473 0.91772
H 3.64965 3.40180 0.80027
H 2.35348 4.10157 1.78460
H 2.85193 4.89055 0.28316
H 3.08680 -1.35220 4.21303
H 4.23961 -0.35317 3.32018
H 4.42478 -2.10632 3.36748
H 1.22571 -2.71862 2.76817
H 2.71944 -3.56955 2.38184
H 1.66330 -3.01566 1.09282
H 4.60919 -0.78834 0.86318
H 3.44065 -1.72470 -0.08923
H 4.47292 -2.52816 1.07326
H 1.51897 2.05412 4.56020
H 2.46648 0.57986 4.74930
H 1.16598 0.93957 5.88500
H -0.87070 2.03127 3.96666
H -1.14139 0.89571 5.26803
H -1.72874 0.51839 3.66086
H 1.22349 -1.71721 4.52521
H -0.41440 -1.76292 3.88239
H -0.10657 -1.13592 5.50167
O -0.61373 2.15002 -3.61892
As -1.33840 0.87516 -2.68509
O -2.94580 1.00767 -2.58247
O -0.49671 1.03410 -1.18163
C -0.76727 -0.69829 -3.66277
C -1.55912 -0.84001 -4.79623
C -1.38402 -1.91127 -5.66491
C -0.42237 -2.86745 -5.40134
C 0.36870 -2.75530 -4.26618
C 0.19915 -1.68294 -3.40304
S 1.27643 -1.66434 -2.00580
O 1.65637 -0.26701 -1.73546
O 2.30048 -2.62688 -2.19848
O 0.41521 -1.95983 -0.76923
H -1.23280 2.89138 -3.68280
H -2.33054 -0.10741 -5.00137
H -2.00588 -1.98970 -6.54615
H -0.27959 -3.70262 -6.07276
H 1.12974 -3.49072 -4.04690
N -2.41071 -1.51938 -1.13897
H -3.20036 -0.90852 -1.34091
H -2.69444 -2.22119 -0.46188
H -2.24825 -2.04164 -1.99563
O -3.10757 2.23304 0.95319
C -2.96670 1.09092 1.26702
C -3.97855 0.16141 1.94648
C -3.21970 -1.14416 2.23405
C -1.89132 -0.85693 1.61238
O -0.85337 -1.57949 1.47745
N -1.78058 0.34653 1.10353
H -4.82292 0.02050 1.27262
H -4.35807 0.64988 2.84232
H -3.67113 -2.03434 1.79560
H -3.08514 -1.34911 3.29789


(2)
Below is a molecular structure, C34H29LaN5S in a non-equilibrium geometry, with properties calculated with wB97M-V/def2-TZVPD.

Results
HOMO-LUMO gap = 6.9 eV
energy relative to the best compared isomer or geometry (same formula, charge and spin) = 16.14 kJ/mol
highest occupied orbital energy = -0.1611 hartree
total charge = -1
maximum force = 1.43 eV/Å

Geometry (Å):
La 1.39247 -0.14292 -0.11908
C -0.12788 2.76951 3.54653
C 0.29047 2.18807 2.22960
N 1.08335 1.18142 2.11934
N 1.44268 0.60395 3.31473
C 2.42693 -0.27351 3.29294
N 2.63389 -0.84570 4.52636
S 3.49103 -0.75185 2.02907
C -0.30502 2.76973 0.99542
C -1.32636 3.70971 1.09141
C -1.90468 4.19486 -0.06737
C -1.43633 3.74985 -1.29085
C -0.41482 2.81762 -1.29298
N 0.13140 2.33185 -0.18297
H 0.41968 2.29879 4.35225
H -1.19802 2.60453 3.70268
H 0.05143 3.84819 3.55626
H 1.87211 -0.77819 5.18033
H 3.17902 -1.69030 4.52194
H -1.67938 4.03590 2.05841
H -2.72006 4.90576 -0.01207
H -1.86109 4.09307 -2.22428
H -0.01433 2.43256 -2.22332
C 3.48889 1.84729 -0.29915
C 3.88355 0.72983 -1.07900
C 3.53857 1.00074 -2.41946
C 2.91977 2.27089 -2.47217
C 2.91228 2.79245 -1.16175
H 3.70327 1.98510 0.74934
H 4.51446 -0.08107 -0.74133
H 3.77723 0.37272 -3.26618
H 2.53638 2.75893 -3.35888
H 2.51304 3.75351 -0.86878
C 1.39080 -2.46807 -4.55743
C 0.94728 -3.75266 -4.28237
C 0.68708 -4.11403 -2.97760
C 0.86667 -3.19383 -1.93894
N 1.33360 -1.96052 -2.21639
C 1.57149 -1.61629 -3.48626
C 0.55234 -3.50989 -0.51432
C -0.06252 -4.72773 -0.19773
C -0.39979 -5.02731 1.11202
C -0.10739 -4.10449 2.11164
C 0.51413 -2.90814 1.77618
C 0.85196 -2.54816 0.46411
H 1.59755 -2.13345 -5.56483
H 0.80112 -4.46954 -5.08190
H 0.34124 -5.11309 -2.76178
H 1.92500 -0.60402 -3.63660
H -0.30851 -5.45368 -0.96467
H -0.88851 -5.96533 1.34750
H -0.36403 -4.32103 3.14390
H 0.73992 -2.22166 2.59183
C -4.12408 0.85601 2.18242
C -2.88211 0.30284 2.57487
C -1.96171 -0.04811 1.62577
C -2.19995 0.12345 0.23210
C -1.16359 -0.17774 -0.72741
C -1.57472 -0.09830 -2.04383
C -2.87837 0.29626 -2.44712
C -3.80453 0.68539 -1.52597
C -3.48243 0.60928 -0.14484
C -4.41791 0.98979 0.85405
H -4.84980 1.14539 2.93441
H -2.66181 0.15114 3.62548
H -1.02794 -0.49992 1.94108
H -0.87441 -0.33482 -2.84750
H -3.12838 0.31873 -3.50366
H -4.78959 1.02983 -1.82454
H -5.38206 1.38042 0.54135


(3)
Below is a molecular structure, C33H35MnOSi in a non-equilibrium geometry, with properties calculated with wB97M-V/def2-TZVPD.

Results
HOMO-LUMO gap (spin up / spin down) = 5.5 / 6.0 eV
highest occupied orbital energy (spin up / spin down) = -0.1064 / -0.1412 hartree
total charge = -1
maximum force = 5.42 eV/Å
spin multiplicity = 4

Geometry (Å):
Mn 0.12182 0.46778 0.20629
C 1.85085 0.34633 1.46090
C 2.06475 -0.52354 0.33703
C 2.00109 0.27254 -0.86151
H 2.28587 -1.57806 0.39508
C 1.72185 1.62856 -0.48508
C 1.61212 1.67202 0.97130
H 1.50076 2.56420 1.56812
H 1.96613 0.04368 2.49886
H 2.20812 -0.07474 -1.86565
H 1.70327 2.47229 -1.16952
C -1.86653 0.17596 0.94292
C -1.29254 1.41676 1.41602
C -0.98357 2.22576 0.25631
H -1.19985 1.71587 2.45186
C -1.38807 1.49110 -0.92323
C -1.92064 0.22444 -0.49392
H -2.34922 -0.52235 -1.14964
H -2.25757 -0.62620 1.55737
H -0.63431 3.24892 0.26510
H -1.39796 1.86884 -1.93803
O 0.19908 -2.25305 -0.61729
C -0.31026 -0.54139 -4.57269
C 0.30411 -1.81908 -3.93817
C 0.50908 0.64141 -4.18744
C -1.76845 -0.57708 -4.24282
C 0.44892 -2.50374 -1.96950
H 1.33370 -1.97299 -4.20002
H -0.16452 -2.71888 -4.31581
H -0.06773 -3.38614 -2.25863
H 1.47385 -2.74624 -2.17480
H 0.64461 1.33042 -5.08972
H 1.54646 0.37025 -3.85819
H 0.18281 1.29148 -3.36649
H -2.35712 -0.56530 -5.21799
H -2.22556 0.23450 -3.62175
H -2.09781 -1.48405 -3.70216
C -1.17704 1.93596 6.37394
C -0.10431 1.98363 5.47687
C 0.11200 0.92626 4.58898
C -0.73199 -0.20968 4.58769
C -1.80946 -0.24135 5.49837
C -2.03255 0.82892 6.37435
Si -0.40703 -1.64044 3.43722
C 1.27778 -2.35960 3.72674
C 1.84784 -3.22905 2.77007
C 3.07715 -3.84684 3.02155
C 3.75606 -3.60318 4.22265
C 3.21176 -2.72230 5.16280
C 1.98329 -2.09772 4.92027
C -1.72649 -2.94339 3.48764
C -1.38178 -4.30204 3.65885
C -2.37817 -5.27360 3.81596
C -3.72982 -4.90946 3.80684
C -4.08637 -3.57105 3.60413
C -3.09813 -2.59542 3.43163
H -1.34095 2.76058 7.07186
H 0.57332 2.83774 5.46631
H 0.95155 0.98218 3.89608
H -2.46481 -1.11242 5.52711
H -2.87575 0.78992 7.06323
H 1.31444 -3.42867 1.83693
H 3.49665 -4.52943 2.28078
H 4.70606 -4.10335 4.42492
H 3.73868 -2.52277 6.09812
H 1.55491 -1.42184 5.66368
H -0.32974 -4.58957 3.70494
H -2.09461 -6.31579 3.96268
H -4.50388 -5.66447 3.96436
H -5.13709 -3.27774 3.59878
H -3.39256 -1.55254 3.29268


(4)
Below is 6 unconnected molecules or ions with the total composition C45H63Cl2F13INO16P in a non-equilibrium geometry, with properties calculated with wB97M-V/def2-TZVPD.

Results
HOMO-LUMO gap = 9.0 eV
energy relative to the best compared isomer or geometry (same formula, charge and spin) = 198.79 kJ/mol
highest occupied orbital energy = -0.4125 hartree
total charge = +1
maximum force = 3.60 eV/Å

Geometry (Å):
C -4.01675 -0.53741 1.37872
C -4.75973 -1.85819 1.61693
O -5.89494 -1.80100 1.90886
O -4.11010 -3.06058 1.53504
C -4.30519 -3.68444 0.23289
C -3.75350 -5.12978 0.29840
C -2.52459 -5.35501 -0.64187
C -1.37971 -4.38135 -0.22556
C 0.00528 -5.09953 -0.05036
C 1.09404 -3.95663 0.06392
C 0.98651 -3.41227 1.52692
C 2.21978 -2.63398 2.07154
N 2.43207 -1.21851 1.62346
P 0.78083 -0.38891 1.93430
O 1.06082 1.24437 1.90019
Cl -0.49919 -0.65109 0.32608
C 2.79539 -1.12936 0.15435
C 3.94029 -2.05085 -0.32911
C 2.96511 0.37340 -0.29510
C 3.63530 0.56644 -1.66808
C 2.91102 -0.06339 -2.88126
C 1.59576 0.65538 -3.25147
F 0.65233 0.14442 -2.38239
F 1.65163 1.97527 -2.98441
C 1.07576 0.32731 -4.69470
F 2.00712 -0.21036 -5.50270
F 0.11006 -0.60522 -4.57284
C 0.41513 1.52627 -5.45196
F -0.24647 0.98195 -6.49261
F -0.52591 2.07860 -4.67179
C 1.42939 2.55684 -6.06655
F 1.65090 2.15181 -7.33111
F 2.63788 2.51633 -5.47693
C 0.88842 4.02657 -6.19285
F -0.37801 4.05856 -6.58349
F 1.58508 4.58285 -7.20722
C 1.15517 4.93934 -4.96146
F 2.43533 5.17855 -4.75363
F 0.61134 4.48732 -3.83865
F 0.57715 6.11689 -5.22632
O 3.61802 1.19723 0.66537
C 4.36493 0.49214 1.63344
I 5.37599 2.02646 2.75949
C 3.52498 -0.56007 2.48202
O 4.50092 -1.50807 2.86278
C 3.11157 0.05904 3.83661
C 2.20163 -0.70965 4.82164
O 2.54529 -1.64890 5.38400
Cl 0.52810 -0.13034 5.20833
H -4.70193 0.31774 1.41870
H -3.25493 -0.34177 2.16111
H -3.54131 -0.60165 0.39004
H -3.82346 -3.05060 -0.53400
H -5.39722 -3.69776 0.06348
H -4.56579 -5.83734 0.05891
H -3.40058 -5.28728 1.33436
H -2.89114 -5.08625 -1.65242
H -2.22779 -6.40655 -0.69991
H -1.68363 -3.84491 0.69534
H -1.30833 -3.59440 -1.00389
H 0.13800 -5.68299 -0.97568
H -0.05383 -5.70715 0.86572
H 2.05615 -4.45720 -0.13025
H 0.78981 -3.22021 -0.69554
H 1.00281 -4.34864 2.12327
H -0.00146 -2.98932 1.75487
H 3.07520 -3.29410 1.86685
H 2.13238 -2.72211 3.16872
H 0.19678 1.61883 1.63378
H 1.95107 -1.45304 -0.48022
H 3.97896 -2.03021 -1.43102
H 3.78762 -3.12043 -0.10886
H 4.95840 -1.80076 0.01121
H 1.92633 0.75136 -0.38417
H 3.74158 1.64931 -1.85575
H 4.67533 0.18970 -1.61624
H 3.60353 0.01798 -3.73968
H 2.65359 -1.12964 -2.77886
H 5.18317 -0.01066 1.08087
H 5.03618 -1.76978 2.09786
H 2.74711 1.10069 3.79497
H 4.03755 0.12639 4.43479
O 6.22456 3.76294 5.02336
C 6.06260 4.95672 4.99277
O 4.85897 5.53290 4.77708
C 5.01621 6.96349 4.69030
C 6.31462 7.26014 5.41339
C 7.13362 6.01385 5.13734
H 5.05266 7.24546 3.63538
H 4.16210 7.45284 5.15457
H 6.79077 8.17956 5.08096
H 6.12980 7.34616 6.48629
H 7.68754 6.09003 4.19993
H 7.80461 5.78228 5.96025
O 9.38993 8.05249 5.50714
C 10.28688 7.55349 6.12600
O 10.09321 6.77005 7.21614
C 11.36272 6.41853 7.79439
C 12.37004 6.58205 6.67085
C 11.76665 7.72230 5.86153
H 11.56037 7.09114 8.63200
H 11.32157 5.39664 8.16655
H 13.38090 6.77823 7.02494
H 12.39742 5.67535 6.06266
H 12.08265 8.69878 6.23234
H 11.98557 7.62876 4.80080
O -5.23161 -0.13368 -1.11491
C -6.28085 0.44979 -1.08230
O -6.46376 1.60485 -0.39810
C -7.84963 1.99114 -0.46368
C -8.39965 1.29029 -1.69130
C -7.57526 0.01337 -1.73005
H -8.34311 1.66849 0.45619
H -7.92178 3.07478 -0.53926
H -9.47078 1.12065 -1.64528
H -8.19285 1.88699 -2.58197
H -8.02250 -0.77996 -1.12813
H -7.40572 -0.33007 -2.74720
O -10.37983 -0.02835 -3.73017
C -11.41730 0.56923 -3.68623
O -11.58586 1.72544 -2.99359
C -12.96511 2.12953 -3.05008
C -13.53070 1.44345 -4.28008
C -12.72200 0.15409 -4.32992
H -13.45889 1.80790 -2.13012
H -13.02284 3.21417 -3.11920
H -14.60726 1.28797 -4.22861
H -13.32013 2.04258 -5.16841
H -13.17604 -0.63657 -3.73014
H -12.56136 -0.18612 -5.34977
O -1.20736 -7.20163 -3.04459
C -1.88082 -8.17126 -2.83908
O -2.90739 -8.19413 -1.94755
C -3.43734 -9.52900 -1.85507
C -3.03440 -10.20923 -3.15073
C -1.70705 -9.53561 -3.46877
H -3.00381 -10.01451 -0.97759
H -4.51793 -9.48239 -1.73385
H -2.97030 -11.29290 -3.06521
H -3.76012 -9.97651 -3.93270
H -0.86735 -10.04172 -2.98919
H -1.53961 -9.45096 -4.53951